# 1
C4H9NO2 | ωB97M-V with the def2-TZVPD basis set

Geometry as ORCA input:
```
! RIJCOSX wB97M-V def2-TZVPD def2/J DEFGRID3
* xyz 0 1
C 1.22050 -0.61648 1.41097
N 1.20459 0.39800 0.36575
C 0.08909 0.59638 -0.52032
C 0.02154 -0.37482 -1.67013
O -0.43877 -0.11939 -2.74957
C -1.22323 0.39729 0.26051
O -2.39517 0.79105 -0.38802
H 2.16515 -0.48961 1.93180
H 0.43759 -0.39201 2.13303
H 1.13161 -1.62454 1.01326
H 2.10901 0.46870 -0.07656
H 0.06985 1.62319 -0.87513
H 0.44064 -1.38672 -1.46102
H -1.10728 1.02335 1.15031
H -1.24871 -0.61109 0.69936
H -2.47643 0.31671 -1.22425
*
```

As for the SMILES: CN[C@@H](C=O)CO. Its total energy is -363.0031 hartree. The orbital gap is 9.8 eV. Its largest force on an atom is 1.41 eV/A.



# 2
C13H19BrOSiV | ωB97M-V with the def2-TZVPD basis set

Geometry as ORCA input:
```
! RIJCOSX wB97M-V def2-TZVPD def2/J DEFGRID3
* xyz -2 4
C -1.18133 -0.86358 -2.92731
C -1.48163 -1.94534 -2.04017
C -2.16157 -1.41032 -0.88303
H -1.20893 -2.98040 -2.21517
C -2.30470 0.02047 -1.09328
C -1.69874 0.33561 -2.34679
H -1.74584 1.31378 -2.83700
H -0.73253 -0.95976 -3.90633
H -2.40961 -1.94898 0.02131
H -2.77614 0.73319 -0.42797
V -0.26320 -0.57931 -0.97779
Br 1.12767 -2.58051 -0.26602
C 2.15551 1.20539 -0.82459
C 1.22920 1.90943 -1.63956
C 1.06967 1.18486 -2.85635
H 0.69554 2.82064 -1.36376
C 1.88922 0.02392 -2.78008
C 2.58574 0.04654 -1.54084
H 3.32064 -0.67058 -1.19619
H 2.49358 1.49512 0.16485
H 0.48360 1.49733 -3.71044
H 1.95647 -0.76790 -3.52899
C 1.61827 -0.29014 2.81235
Si -0.10328 0.19929 2.28644
C -1.24992 -1.17196 2.81674
C -0.56881 1.85130 3.10067
O -0.21864 0.51554 0.71883
H 1.65689 -0.29086 3.90994
H 2.39221 0.39380 2.45789
H 1.88299 -1.29335 2.46438
H -1.26473 -1.20786 3.91347
H -2.27508 -1.01818 2.46992
H -0.91453 -2.14647 2.44832
H 0.13103 2.64082 2.79414
H -1.57557 2.15993 2.78455
H -0.55343 1.77852 4.19787
*
```

The expectation value of S² is 3.762. Its total energy is -4389.5802 hartree. The orbital gap (spin up / spin down) is 4.3 / 5.0 eV. Its largest force on an atom is 3.59 eV/A.



# 3
C12H18IN5O2PdSe2 | ωB97M-V with the def2-TZVPD basis set

Geometry as ORCA input:
```
! RIJCOSX wB97M-V def2-TZVPD def2/J DEFGRID3
* xyz 0 1
Pd 0.74417 -0.09155 0.37303
O 4.63593 2.04491 4.06008
C 4.77720 0.85839 3.31163
C 3.46769 0.55989 2.54249
C 2.38860 0.21492 3.59440
O 2.66899 -0.93748 4.33543
C 3.10470 1.82662 1.75938
Se 1.22160 2.08358 1.24100
C 3.78260 -0.61888 1.60877
Se 2.27936 -1.80367 1.09805
H 5.37444 2.11433 4.67308
H 4.98077 0.00646 3.97378
H 5.60937 0.95692 2.59533
H 1.40916 0.12515 3.08831
H 2.33824 1.03836 4.31193
H 2.53584 -1.71183 3.77001
H 3.69893 1.88623 0.84215
H 3.33649 2.69655 2.37516
H 4.49974 -1.28561 2.09218
H 4.24694 -0.25262 0.68851
I -0.67965 -3.12197 5.46358
C -1.01886 -1.72740 3.94905
C -1.39447 -0.41038 4.08993
N -1.44343 0.10102 2.84754
N -1.12486 -0.80339 1.91651
C -0.86913 -1.92761 2.57010
H -1.60059 0.16911 4.96338
H -1.66100 1.05244 2.58220
H -0.56338 -2.82109 2.05655
N 0.34495 2.03173 -5.05320
C 0.99144 1.32260 -4.10348
C 0.38357 0.98328 -2.87306
N 1.02619 0.26654 -1.97048
C 2.28273 -0.11468 -2.24864
C 2.86142 0.21284 -3.46225
N 2.23144 0.91993 -4.38555
H -0.53396 2.47231 -4.85953
H 0.85929 2.28619 -5.87819
H -0.62374 1.30234 -2.63590
H 2.81182 -0.69375 -1.49511
H 3.86723 -0.09537 -3.70849
*
```

Its total energy is -6120.6998 hartree. The orbital gap (spin up / spin down) is 5.8 / 5.8 eV. Its largest force on an atom is 1.45 eV/A.